# 1
Molecular formula: C5H8O
Method: DFT, the ωB97M-V functional and the def2-TZVPD basis

Properties
HOMO-LUMO gap: 8.5 eV
energy above the lowest of the compared OMol25 structures with the same formula, charge and spin: 89.5 kcal/mol
net charge: 0
E: -270.41532 hartree

Structure (XYZ):
```
14
Properties=species:S:1:pos:R:3:nbo_charge:R:1
C 1.89728 -0.49009 0.40867 -0.706
C 0.73543 0.43200 0.40295 -0.041
C -0.72764 0.23074 -1.24927 -0.463
C -1.61127 0.34033 -0.01466 -0.519
C -0.52874 0.18223 1.04485 0.438
O -0.64707 -0.06095 2.23279 -0.582
H 2.79407 -0.06808 -0.05275 0.221
H 2.10661 -0.59984 1.48405 0.282
H 1.72189 -1.50469 0.02767 0.210
H 0.30478 0.70561 -0.91163 0.224
H -0.94215 0.91886 -2.07080 0.237
H -0.59459 -0.78342 -1.62583 0.221
H -2.12892 1.30081 0.06263 0.236
H -2.36281 -0.44964 0.06047 0.241
```

---

# 2
Molecular formula: C5H8O
Method: DFT, the ωB97M-V functional and the def2-TZVPD basis

Properties
HOMO-LUMO gap: 9.3 eV
energy above the lowest of the compared OMol25 structures with the same formula, charge and spin: 96.5 kcal/mol
net charge: 0
E: -270.40407 hartree

Structure (XYZ):
```
14
Properties=species:S:1:pos:R:3:nbo_charge:R:1
C 0.32938 -1.03156 -0.40885 -0.412
C -1.06054 -0.38287 -0.34456 -0.433
C -0.91634 0.77880 0.61775 -0.067
O -0.02837 0.49656 1.67881 -0.548
C 0.87394 1.14945 0.79606 0.198
C 1.34939 0.10173 -0.21524 -0.540
H 0.48620 -1.57517 -1.34509 0.218
H 0.42538 -1.74853 0.41008 0.216
H -1.38880 -0.01368 -1.32424 0.208
H -1.81745 -1.08809 0.01507 0.225
H -1.81053 1.28724 0.98399 0.235
H -0.33812 1.68383 0.09799 0.235
H 1.59680 0.61591 -1.15229 0.216
H 2.29906 -0.27363 0.19052 0.248
```

---

# 3
Molecular formula: C5H8O
Method: DFT, the ωB97M-V functional and the def2-TZVPD basis

Properties
HOMO-LUMO gap: 10.0 eV
energy above the lowest of the compared OMol25 structures with the same formula, charge and spin: 91.9 kcal/mol
net charge: 0
E: -270.41143 hartree

Structure (XYZ):
```
14
Properties=species:S:1:pos:R:3:nbo_charge:R:1
C 0.23040 -0.62639 0.26289 -0.006
C 0.42001 0.68573 0.22933 0.096
C -0.83869 0.08916 0.76973 0.052
C 0.40593 -2.00592 -0.23882 -0.659
C 1.15985 1.96689 -0.24437 -0.649
O -2.17751 0.24262 -0.43243 -0.888
H -1.37264 0.26588 1.66563 0.191
H 0.35504 -2.76293 0.51474 0.229
H 1.33955 -2.16586 -0.71582 0.220
H -0.39554 -2.34147 -0.93398 0.253
H 0.75909 2.65277 0.44824 0.236
H 0.80303 2.00140 -1.26012 0.251
H 2.24081 1.68992 -0.18041 0.235
H -2.92933 0.30820 0.11538 0.438
```

---

# 4
Molecular formula: C5H8O
Method: DFT, the ωB97M-V functional and the def2-TZVPD basis

Properties
HOMO-LUMO gap: 9.6 eV
energy above the lowest of the compared OMol25 structures with the same formula, charge and spin: 95.8 kcal/mol
SMILES: C#CC=C.CO
net charge: 0
E: -270.40525 hartree

Structure (XYZ):
```
14
Properties=species:S:1:pos:R:3:nbo_charge:R:1
C 1.58941 -0.25245 -0.59893 -0.330
C 0.68005 0.54208 -0.37219 0.028
C -0.27074 1.58585 -0.53166 -0.298
C -1.04553 1.72823 -1.60638 -0.298
H 2.50743 -0.57623 -1.02307 0.268
H -0.42522 2.21078 0.34232 0.227
H -0.88852 1.13978 -2.49832 0.204
H -1.83106 2.46730 -1.63596 0.206
C -0.34179 -1.46205 1.55334 -0.225
O 0.70449 -2.19735 1.07604 -0.722
H -0.46108 -1.59684 2.63301 0.178
H -1.29146 -1.66257 1.03902 0.151
H -0.13289 -0.35590 1.26100 0.155
H 1.20690 -1.57063 0.36177 0.456
```

---

# 5
Molecular formula: C5H8O
Method: DFT, the ωB97M-V functional and the def2-TZVPD basis

Properties
HOMO-LUMO gap: 10.6 eV
energy above the lowest of the compared OMol25 structures with the same formula, charge and spin: 42.3 kcal/mol
SMILES: C1=CCOCC1
net charge: 0
E: -270.49056 hartree

Structure (XYZ):
```
14
Properties=species:S:1:pos:R:3:nbo_charge:R:1
C 0.34540 -0.98665 -0.93643 -0.181
C -0.65982 -0.17617 -1.26265 -0.227
C -1.22498 0.86841 -0.24411 -0.107
O -0.83211 0.50898 1.03835 -0.538
C 0.56716 0.45461 1.14837 -0.077
C 1.02863 -0.86747 0.42327 -0.465
H 0.72237 -1.73959 -1.64593 0.213
H -1.15898 -0.23494 -2.23568 0.208
H -2.30699 0.73069 -0.26572 0.193
H -1.09388 2.06197 -0.25184 0.181
H 0.63923 0.68834 2.25006 0.208
H 1.09612 1.29865 0.65518 0.160
H 2.11488 -0.87748 0.28574 0.212
H 0.76298 -1.72935 1.04138 0.218
```

---

# 6
Molecular formula: C5H8O
Method: DFT, the ωB97M-V functional and the def2-TZVPD basis

Properties
HOMO-LUMO gap: 10.3 eV
energy above the lowest of the compared OMol25 structures with the same formula, charge and spin: 64.0 kcal/mol
SMILES: CC#CCOC
net charge: 0
E: -270.45587 hartree

Structure (XYZ):
```
14
Properties=species:S:1:pos:R:3:nbo_charge:R:1
C -0.45912 -2.67018 -0.41767 -0.683
C -0.18772 -1.26000 -0.61434 0.021
C -0.19177 -0.06312 -0.68989 -0.076
C -0.44441 1.36769 -0.73079 -0.133
O -0.19644 2.08872 0.46837 -0.530
C 0.92681 1.68555 1.23123 -0.253
H -1.51772 -2.79877 -0.17080 0.233
H -0.24072 -3.24777 -1.31485 0.236
H 0.14686 -3.03443 0.40994 0.236
H -1.50183 1.26860 -0.95099 0.217
H 0.02039 1.89101 -1.56945 0.193
H 1.88304 1.88914 0.72500 0.165
H 0.88364 2.26891 2.15770 0.194
H 0.87899 0.61465 1.46653 0.180
```